Here is 2 unconnected molecules or ions with the total composition C2H5BrO in a non-equilibrium geometry from the Open Molecules 2025 dataset. Energies are from ωB97M-V/def2-TZVPD.

Properties
net charge: 0
total energy: -2728.31802 a.u.
frontier orbital gap: 9.51 eV
energy above the lowest of the compared OMol25 structures with the same formula, charge and spin: 80.4 kcal per mole

Cartesian coordinates (Å):
C 1.61 0.02 -0.25
C -1.62 0.33 0.19
O -2.73 -0.30 0.38
H 1.13 0.93 -0.33
H 0.96 -0.75 0.34
H -2.69 -1.29 0.29
H -1.93 1.43 0.23
Br 3.52 0.25 0.29
H 1.75 -0.60 -1.13